[1]
80
Properties=species:S:1:pos:R:3 method="wB97M-V/def2-TZVPD" mol_weight_g_mol=1031.9 spin_multiplicity=2 fmax_ev_per_a=0.8 energy_ev=-203723.299 orbital_gap_ev="5.6 / 3.7" s_squared=0.755 lumo_energy_ev="-6.582 / -8.510" total_charge=+2
Ir -0.04 -0.24 0.49
O -7.11 -0.58 1.13
C -6.49 -0.37 0.09
O -6.77 -0.12 -1.09
C -4.94 -0.51 0.27
C -4.11 -0.65 -0.83
C -2.75 -0.62 -0.66
N -2.16 -0.47 0.56
C -2.97 -0.39 1.63
C -4.35 -0.41 1.51
C -2.34 -0.36 2.95
C -3.06 -0.08 4.10
C -2.45 -0.22 5.33
C -1.14 -0.66 5.37
C -0.48 -0.87 4.18
N -1.05 -0.70 2.98
C -1.85 -0.57 -1.81
C -2.26 -0.75 -3.12
C -1.37 -0.49 -4.16
C -0.10 -0.03 -3.84
C 0.26 0.10 -2.52
N -0.58 -0.20 -1.52
H -4.59 -0.69 -1.80
H -5.01 -0.37 2.36
H -4.09 0.25 4.03
H -3.00 -0.01 6.25
H -0.63 -0.84 6.30
H 0.55 -1.21 4.20
H -3.27 -1.08 -3.32
H -1.68 -0.63 -5.18
H 0.62 0.23 -4.60
H 1.25 0.43 -2.25
N 5.46 0.22 -5.71
C 4.96 0.17 -4.46
C 5.26 -0.91 -3.61
C 4.76 -0.97 -2.33
C 3.93 0.06 -1.87
C 3.62 1.14 -2.70
C 4.11 1.19 -3.98
S 3.34 0.01 -0.26
O 4.11 -0.91 0.51
O 3.04 1.34 0.21
N 1.76 -0.66 -0.34
C 1.57 -2.03 -0.36
N 0.36 -2.25 0.22
C -0.09 -3.49 0.39
C 0.70 -4.54 -0.06
C 1.91 -4.21 -0.67
N 2.36 -2.97 -0.83
H 6.14 -0.44 -6.02
H 5.34 1.04 -6.28
H 5.92 -1.70 -3.97
H 5.01 -1.79 -1.68
H 3.02 1.96 -2.32
H 3.88 2.04 -4.61
H -1.06 -3.62 0.85
H 0.39 -5.56 0.06
H 2.55 -5.00 -1.05
Se 0.13 2.58 2.63
Se 0.08 2.22 0.31
C -1.67 3.05 0.03
C -1.64 4.37 -0.39
C -2.87 4.98 -0.61
C -4.02 4.25 -0.41
C -3.92 2.93 0.01
N -2.75 2.33 0.23
C 1.40 1.19 2.86
C 2.36 1.38 3.84
C 3.22 0.35 4.16
C 3.10 -0.85 3.49
C 2.14 -0.97 2.51
N 1.30 0.03 2.18
H -0.71 4.90 -0.53
H -2.91 6.02 -0.93
H -5.00 4.69 -0.58
H -4.81 2.33 0.17
H 2.42 2.34 4.34
H 3.98 0.49 4.92
H 3.75 -1.69 3.68
H 2.03 -1.89 1.97


[2]
18
Properties=species:S:1:pos:R:3 method="wB97M-V/def2-TZVPD" mol_weight_g_mol=140.1 spin_multiplicity=1 fmax_ev_per_a=5.8 energy_ev=-13527.199 orbital_gap_ev=8.8 lumo_energy_ev=0.489 total_charge=0
C -0.64 -1.25 -0.34
C -0.87 -1.04 -1.59
C -0.31 1.19 -1.80
C 0.11 1.22 0.13
C 0.02 2.32 -2.40
C -0.09 -0.22 0.68
C 1.26 -0.85 1.22
O 0.37 3.52 -1.79
O -0.82 0.06 -2.30
O 0.28 2.24 0.71
H -0.80 -2.20 0.20
H -1.00 -2.01 -2.16
H -0.14 2.46 -3.47
H -0.77 -0.09 1.47
H 1.15 -1.67 1.99
H 1.87 -0.02 1.58
H 1.76 -1.19 0.27
H 0.28 3.26 -0.80